25
Properties=species:S:1:pos:R:3:lowdin_charge:R:1 method="wB97M-V/def2-TZVPD" lumo_ev=-17.1 gap_ev=3.4 homo_energy_ev=-20.47 charge=+3 multiplicity=1 de_lowest_kcal_mol=57.6 energy_ev=-23530.6038
In 0.147 -3.146 0.261 1.4255
C -0.393 -0.249 3.100 -0.5414
O -0.225 -1.195 2.294 -0.0210
N 0.367 0.020 4.173 0.2472
N -1.447 0.602 2.858 0.2678
H 1.092 -0.634 4.425 0.1499
H -0.086 0.600 4.863 0.1455
H -2.012 0.281 2.086 0.1243
H -1.825 1.297 3.490 0.1539
C 2.112 0.104 -0.755 -0.5261
O 1.533 -0.769 -0.039 -0.0106
N 1.554 1.249 -1.178 0.2520
N 3.443 -0.048 -0.949 0.2993
H 2.046 1.851 -1.823 0.1511
H 0.552 1.339 -1.139 0.1262
H 4.032 0.697 -1.302 0.1632
H 3.828 -0.967 -0.777 0.1574
C -1.620 -0.491 -2.198 -0.5623
O -0.945 -1.362 -1.555 -0.0834
N -2.584 0.237 -1.600 0.2412
N -1.277 -0.182 -3.454 0.2571
H -2.886 1.076 -2.075 0.1439
H -3.122 -0.131 -0.834 0.1385
H -1.813 0.458 -4.022 0.1529
H -0.469 -0.639 -3.851 0.1479

17
Properties=species:S:1:pos:R:3:lowdin_charge:R:1 method="wB97M-V/def2-TZVPD" lumo_ev=1.2 gap_ev=10.0 homo_energy_ev=-8.78 charge=0 smiles=NCN.CC multiplicity=1 de_lowest_kcal_mol=37.2 energy_ev=-6283.9796
N -1.808 2.823 1.495 -0.0301
C -1.837 3.297 0.123 -0.3795
N -2.553 4.572 -0.160 -0.0147
H -2.647 2.313 1.783 0.0680
H -1.385 3.516 2.106 0.0575
H -2.289 2.445 -0.476 0.1182
H -0.768 3.395 -0.231 0.1001
H -2.230 5.420 0.387 0.0925
H -3.117 4.629 -0.912 -0.0121
C 2.307 -4.602 -1.115 -0.1785
C 2.371 -3.615 0.121 -0.1912
H 2.279 -3.852 -1.951 0.0607
H 3.308 -4.805 -1.329 0.0172
H 1.485 -5.377 -1.192 0.0894
H 1.492 -2.957 0.019 0.0405
H 3.301 -2.915 0.336 0.1011
H 2.091 -4.287 0.995 0.0608

18
Properties=species:S:1:pos:R:3:mulliken_spin:R:1 method="wB97M-V/def2-TZVPD" lumo_ev="3.8 / 3.6" gap_ev="2.7 / 9.2" homo_energy_ev="1.17 / -5.57" charge=-1 s2=0.750 multiplicity=2 de_lowest_kcal_mol=55.7 energy_ev=-8329.6243
N 0.470 0.793 1.730 0.5066
C 1.465 0.606 0.623 0.5336
C 1.214 -0.860 -0.107 0.1343
N 0.024 -0.560 -1.132 0.0426
C -0.890 -1.767 -1.271 0.2969
H -0.401 0.429 1.555 -0.1109
H 0.325 1.760 1.740 -0.4175
H 1.288 1.184 -0.263 -0.0930
H 2.466 0.540 1.174 -0.1283
H 2.039 -1.227 -0.579 -0.0983
H 1.042 -1.485 0.705 -0.0825
H 0.335 -0.298 -2.089 -0.0555
H -1.919 -1.533 -0.970 -0.1005
H -0.973 -2.208 -2.307 -0.0003
H -0.428 -2.573 -0.722 -0.0086
H -1.692 2.983 0.457 -0.3883
H -2.021 1.868 1.163 -0.1024
O -2.345 2.348 0.292 1.0722

18
Properties=species:S:1:pos:R:3:lowdin_charge:R:1 method="wB97M-V/def2-TZVPD" lumo_ev=0.8 gap_ev=9.9 homo_energy_ev=-9.08 charge=0 smiles=NCCCN.O multiplicity=1 de_lowest_kcal_mol=15.1 energy_ev=-8332.6679
N -0.857 -3.228 0.973 -0.0176
C -0.488 -2.253 -0.091 -0.2709
C 0.307 -1.063 0.484 -0.1977
C -0.408 0.287 0.385 -0.3007
N 0.361 1.455 0.034 -0.0231
H -0.682 -4.154 0.595 0.0541
H -1.865 -3.191 1.073 0.0561
H 0.005 -2.789 -0.880 0.0948
H -1.407 -1.829 -0.516 0.0945
H 1.271 -0.985 -0.040 0.1007
H 0.591 -1.369 1.473 0.0885
H -1.187 0.191 -0.363 0.0962
H -0.893 0.523 1.335 0.1120
H 0.714 1.541 -0.905 0.0587
H 1.088 1.700 0.687 0.0621
O 1.008 5.405 -1.551 -0.0595
H 1.798 5.238 -1.027 0.0296
H 0.645 4.521 -1.667 0.0222

18
Properties=species:S:1:pos:R:3:lowdin_charge:R:1 method="wB97M-V/def2-TZVPD" lumo_ev=1.0 gap_ev=10.0 homo_energy_ev=-9.04 charge=0 smiles=CNCCN.O multiplicity=1 de_lowest_kcal_mol=9.0 energy_ev=-8332.9313
C -1.954 -1.293 -0.110 -0.1459
N -0.657 -0.772 -0.450 -0.1602
C 0.280 -0.612 0.651 -0.2419
C 1.539 0.158 0.250 -0.2849
N 2.050 0.949 1.355 -0.0047
H -2.054 -2.203 0.489 0.0765
H -2.512 -0.530 0.412 0.0717
H -2.527 -1.418 -1.029 0.0790
H -0.222 -1.263 -1.219 0.1171
H 0.519 -1.591 1.109 0.1147
H -0.187 -0.085 1.489 0.1113
H 1.279 0.730 -0.643 0.0875
H 2.302 -0.537 -0.091 0.1071
H 1.666 1.884 1.333 0.0678
H 3.054 1.024 1.315 0.0584
O -0.557 1.931 -1.858 -0.0790
H -0.847 1.064 -1.526 -0.0036
H -1.172 2.565 -1.478 0.0290

18
Properties=species:S:1:pos:R:3:lowdin_charge:R:1 method="wB97M-V/def2-TZVPD" lumo_ev=0.9 gap_ev=10.4 homo_energy_ev=-9.48 charge=0 smiles="C=C.NCO.N" multiplicity=1 de_lowest_kcal_mol=54.5 energy_ev=-8330.9589
C -3.172 -0.766 0.034 -0.0760
C -2.847 -0.406 1.361 -0.0765
H -2.367 -0.727 -0.724 0.0303
H -4.027 -1.362 -0.242 0.0230
H -1.934 0.188 1.614 0.0322
H -3.572 -0.798 2.168 0.0593
N 2.740 -0.538 -0.520 0.0189
C 1.505 -1.197 -0.185 -0.3261
O 0.257 -0.463 0.055 -0.1516
H 2.879 -0.293 -1.524 0.0913
H 3.100 0.145 0.124 0.0621
H 1.170 -1.779 -1.028 0.1085
H 1.564 -1.661 0.825 0.1208
H 0.477 -0.017 0.925 0.0884
N 0.934 2.773 -0.529 -0.0042
H 0.448 1.878 -0.793 0.0113
H 1.137 3.182 -1.508 0.0458
H 0.432 3.515 -0.201 -0.0574

19
Properties=species:S:1:pos:R:3:lowdin_charge:R:1 method="wB97M-V/def2-TZVPD" lumo_ev=0.5 gap_ev=7.7 homo_energy_ev=-7.16 charge=0 multiplicity=1 de_lowest_kcal_mol=147.9 energy_ev=-10375.1374
C 0.243 -0.697 0.881 -0.4819
C 0.257 -0.926 2.374 -0.1541
C -0.667 -1.639 0.105 -0.0892
N -0.348 0.734 0.909 0.0237
H 1.227 -0.610 0.400 0.1170
H -1.231 0.859 0.409 0.0988
H 0.300 1.428 0.538 0.0789
H -0.371 0.460 2.184 0.1513
H 1.268 -0.983 2.777 0.0152
H -0.317 -1.792 2.701 0.0180
H -0.828 -1.315 -0.925 0.0525
H -1.638 -1.710 0.600 0.0805
H -0.229 -2.637 0.097 0.0792
N 0.660 1.078 -2.331 -0.1017
O -0.762 1.074 -2.198 -0.0815
O 1.171 2.146 -1.534 -0.0779
H 1.419 2.825 -2.175 0.0907
H -1.076 1.441 -3.034 0.0894
H 0.921 0.264 -1.775 0.0910

19
Properties=species:S:1:pos:R:3:lowdin_charge:R:1 method="wB97M-V/def2-TZVPD" lumo_ev=0.8 gap_ev=9.3 homo_energy_ev=-8.49 charge=0 smiles=NCNCCO.O multiplicity=1 de_lowest_kcal_mol=67.5 energy_ev=-10378.6207
N -0.261 2.151 -1.183 -0.0046
C 0.065 1.949 0.234 -0.2864
N -0.888 1.017 0.824 -0.0434
C -0.373 -0.407 1.187 -0.1408
C -1.181 -1.449 0.363 -0.2015
O -0.253 -1.889 -0.683 -0.0975
H -0.671 2.994 -1.420 0.0236
H 0.176 1.531 -1.860 0.0692
H 1.053 1.614 0.210 0.0840
H -0.074 3.039 0.548 0.1264
H -1.703 0.901 0.342 0.0326
H 0.780 -0.488 1.018 0.1172
H -0.669 -0.575 2.219 0.0904
H -1.479 -2.386 0.840 0.1102
H -2.127 -1.019 0.070 0.1038
H -0.577 -1.496 -1.498 0.0849
O 2.521 -1.099 -0.378 -0.0743
H 2.504 -1.993 0.096 0.0896
H 1.614 -0.953 -0.266 -0.0833

19
Properties=species:S:1:pos:R:3:lowdin_charge:R:1 method="wB97M-V/def2-TZVPD" lumo_ev=0.8 gap_ev=9.7 homo_energy_ev=-8.94 charge=0 multiplicity=1 de_lowest_kcal_mol=25.3 energy_ev=-10380.4526
C 2.240 0.479 -0.745 -0.1077
C 0.900 0.908 -0.182 -0.3267
N -0.103 -0.097 -0.459 -0.0068
C -1.248 -0.092 0.072 -0.3054
N -1.760 0.929 0.843 0.0902
H 2.990 1.212 -0.462 0.0643
H 2.540 -0.480 -0.321 0.0705
H 2.234 0.394 -1.826 0.0630
H 0.940 1.097 0.900 0.1094
H 0.621 1.869 -0.640 0.1075
H -1.849 -0.994 -0.001 0.1112
H -1.468 1.873 0.688 0.0792
H -2.642 0.820 1.307 0.0795
O -0.116 0.965 -4.023 -0.0737
H -0.964 0.913 -4.486 0.0333
H -0.238 0.366 -3.275 0.0130
O -0.662 -3.328 3.821 -0.0660
H -1.436 -3.648 4.295 0.0280
H 0.023 -3.187 4.493 0.0375

19
Properties=species:S:1:pos:R:3:lowdin_charge:R:1 method="wB97M-V/def2-TZVPD" lumo_ev=0.9 gap_ev=10.1 homo_energy_ev=-9.19 charge=0 smiles=NCNCCO.O multiplicity=1 de_lowest_kcal_mol=38.1 energy_ev=-10379.8968
N -1.596 -1.958 1.050 0.0016
C -0.987 -1.218 2.178 -0.3170
N 0.126 -0.401 1.788 -0.0774
C 0.005 0.629 0.766 -0.2295
C 1.314 1.381 0.749 -0.2729
O 2.326 0.616 0.109 -0.0667
H -2.549 -2.187 1.265 0.0495
H -1.615 -1.423 0.194 0.0454
H -1.812 -0.634 2.605 0.1069
H -0.604 -1.873 2.959 0.1075
H 0.806 -1.071 1.422 0.1066
H -0.155 0.347 -0.275 0.1140
H -0.795 1.281 1.133 0.1245
H 1.222 2.301 0.169 0.1150
H 1.630 1.721 1.727 0.1124
H 2.621 -0.072 0.720 0.0801
O 0.203 0.483 -6.165 -0.0637
H -0.650 0.733 -6.539 0.0314
H 0.510 1.344 -5.855 0.0323

19
Properties=species:S:1:pos:R:3:lowdin_charge:R:1 method="wB97M-V/def2-TZVPD" lumo_ev=0.6 gap_ev=9.5 homo_energy_ev=-8.89 charge=0 smiles=NC[C@H](N)CO.O multiplicity=1 de_lowest_kcal_mol=33.8 energy_ev=-10380.0820
N -0.489 -1.650 0.990 -0.0165
C -0.306 -0.190 0.870 -0.2391
C 0.667 0.157 -0.260 -0.4190
N 1.594 -0.914 -0.490 0.0454
C 1.304 1.511 -0.047 -0.2194
O 2.208 1.788 -1.150 -0.0858
H -1.271 -1.898 1.581 0.0649
H -0.494 -2.109 0.080 0.0697
H -1.257 0.329 0.777 0.0890
H 0.221 0.018 1.805 0.1131
H 0.094 0.204 -1.206 0.1386
H 1.865 -1.529 0.244 0.0649
H 2.395 -0.638 -1.034 0.0714
H 1.995 1.589 0.798 0.1235
H 0.607 2.336 0.140 0.1196
H 1.640 1.983 -1.910 0.0833
O -3.506 -0.675 -0.556 -0.0525
H -2.981 0.137 -0.571 0.0237
H -4.285 -0.450 -0.062 0.0252

19
Properties=species:S:1:pos:R:3:lowdin_charge:R:1 method="wB97M-V/def2-TZVPD" lumo_ev=0.8 gap_ev=9.4 homo_energy_ev=-8.56 charge=0 multiplicity=1 de_lowest_kcal_mol=30.1 energy_ev=-10380.2444
C 1.251 0.079 0.069 -0.7819
C 2.450 0.621 0.854 -0.0263
N 0.190 -0.498 1.081 0.0773
O 1.639 -1.175 -0.585 -0.0449
O 0.695 0.935 -0.745 -0.1589
H 1.856 -0.904 -1.485 0.0862
H -0.682 0.304 -1.098 0.0916
H 0.018 0.198 1.801 0.1010
H 0.545 -1.339 1.526 0.0999
H 2.878 -0.137 1.513 0.0740
H 3.210 0.934 0.139 0.0814
H 2.147 1.493 1.435 0.0765
C -2.806 0.286 -0.646 -0.1070
N -1.516 -0.388 -0.832 -0.0256
H -1.570 -1.179 -1.465 0.1203
H -0.905 -0.634 0.202 0.1004
H -3.205 0.658 -1.591 0.0772
H -2.656 1.134 0.021 0.0832
H -3.538 -0.388 -0.195 0.0754

19
Properties=species:S:1:pos:R:3:lowdin_charge:R:1 method="wB97M-V/def2-TZVPD" lumo_ev=0.8 gap_ev=10.0 homo_energy_ev=-9.20 charge=0 smiles=NCCNCO.O multiplicity=1 de_lowest_kcal_mol=73.6 energy_ev=-10378.3561
N 1.194 2.058 -0.185 -0.0431
C 0.128 1.890 0.917 -0.2626
C -0.921 0.854 0.641 -0.2184
N -0.366 -0.252 -0.281 -0.0783
C -1.527 -0.839 -1.050 -0.2517
O -1.513 -2.257 -0.677 -0.0837
H 1.123 2.995 -0.589 0.0475
H 1.115 1.399 -0.932 0.0144
H -0.139 3.045 1.078 0.1438
H 0.827 1.650 1.713 0.0746
H -1.091 0.198 1.575 0.1349
H -1.869 1.338 0.296 0.1155
H 0.098 -1.007 0.326 0.1130
H -2.502 -0.521 -0.730 0.0908
H -1.475 -0.544 -2.135 0.1261
H -1.021 -2.686 -1.411 0.0943
O 2.561 -1.329 0.679 -0.1215
H 2.659 -0.656 -0.094 0.0770
H 2.016 -0.592 1.086 0.0276